Arrangement w

Here is a structure of composition C7H12 from the OMol25 dataset. Energies are from wB97M-V/def2-TZVPD.

Structure (XYZ):
```
19
Properties=species:S:1:pos:R:3:nbo_charge:R:1
C -1.204 -1.489 1.835 -0.61
C -1.046 -0.182 1.063 -0.42
C 0.325 0.013 0.433 -0.22
C 1.312 -0.773 -1.328 -0.31
C 1.281 0.720 -1.589 -0.31
C -0.094 1.266 -1.775 -0.42
C 0.539 1.262 -0.403 -0.25
H -2.196 -1.558 2.293 0.22
H -0.462 -1.570 2.637 0.20
H -1.085 -2.356 1.174 0.21
H -1.824 -0.098 0.293 0.21
H -1.199 0.673 1.738 0.22
H 1.134 -0.150 1.151 0.22
H 0.384 -0.928 -0.412 0.23
H 2.249 -1.006 -0.789 0.15
H 2.152 1.204 -2.023 0.23
H -0.196 2.247 -2.230 0.22
H -0.890 0.562 -2.015 0.21
H 0.722 2.218 0.088 0.22
```

Computed properties:
E_LUMO (Eh): 0.033
Kohn-Sham gap (Ha): 0.3112


Arrangement x

Here is an isolated molecule of C7H12 from the OMol25 dataset. Energies are from wB97M-V/def2-TZVPD.

Structure (XYZ):
```
19
Properties=species:S:1:pos:R:3:nbo_charge:R:1
C -0.075 2.618 0.057 -0.59
C 0.522 1.236 0.325 -0.45
C -0.441 0.145 0.002 -0.04
C -0.728 -0.897 0.877 -0.07
C 0.321 -1.657 1.614 -0.68
C 0.549 -1.074 -1.965 -0.53
C -0.490 -0.632 -1.248 -0.19
H -0.906 2.792 0.743 0.20
H 0.663 3.404 0.225 0.21
H -0.440 2.705 -0.963 0.21
H 1.419 1.130 -0.300 0.21
H 0.864 1.174 1.360 0.21
H -1.739 -1.294 0.858 0.20
H 0.964 -1.017 2.224 0.23
H -0.075 -2.448 2.247 0.22
H 0.944 -2.118 0.840 0.23
H 1.501 -0.563 -1.863 0.19
H 0.372 -1.690 -2.832 0.21
H -1.504 -0.899 -1.550 0.22
```

Computed properties:
SMILES: C=C/C(=C/C)CC
E_LUMO (Eh): 0.018
Kohn-Sham gap (Ha): 0.2902


Most stable one: arrangement x, least stable one: arrangement w.


Arrangement w

Here is a structure of composition C7H12 from the OMol25 dataset. Energies are from wB97M-V/def2-TZVPD.

Structure (XYZ):
```
19
Properties=species:S:1:pos:R:3:nbo_charge:R:1
C -0.809 -0.164 -2.468 -0.60
C -0.298 0.600 -1.249 -0.40
C -0.796 -0.016 0.038 -0.23
C -0.108 -1.214 0.583 -0.37
C 1.781 -0.429 1.743 -0.17
C 1.238 0.933 1.550 -0.52
C -0.069 0.178 1.340 -0.20
H -0.465 0.296 -3.400 0.21
H -1.904 -0.189 -2.488 0.20
H -0.454 -1.201 -2.452 0.21
H 0.800 0.605 -1.252 0.21
H -0.617 1.649 -1.296 0.21
H -1.879 -0.001 0.157 0.22
H 0.745 -1.584 0.030 0.26
H -0.675 -1.981 1.099 0.23
H 1.470 -0.739 2.762 0.11
H 1.136 1.609 2.406 0.21
H 1.604 1.472 0.672 0.20
H -0.699 0.174 2.224 0.23
```

Computed properties:
E_LUMO (Eh): 0.039
Kohn-Sham gap (Ha): 0.3283


Arrangement x

Here is an isolated molecule of C7H12 from the OMol25 dataset. Energies are from wB97M-V/def2-TZVPD.

Structure (XYZ):
```
19
Properties=species:S:1:pos:R:3:nbo_charge:R:1
C 0.087 0.544 -2.085 -0.61
C -0.977 0.262 -1.036 -0.38
C -0.566 0.515 0.429 -0.27
C 0.653 -0.271 0.871 -0.23
C 1.952 0.088 0.582 -0.15
C 2.670 -1.053 0.766 -0.13
C -1.740 0.195 1.351 -0.60
H 1.024 0.057 -1.844 0.22
H 0.342 1.601 -2.110 0.20
H -0.257 0.242 -3.079 0.21
H -1.865 0.842 -1.251 0.20
H -1.265 -0.783 -1.103 0.19
H 0.368 -1.060 1.573 0.17
H -0.338 1.584 0.522 0.20
H 3.082 -1.592 -0.079 0.19
H 2.957 -1.453 1.748 0.18
H -1.491 0.357 2.406 0.21
H -2.016 -0.856 1.255 0.20
H -2.620 0.782 1.084 0.21
```

Computed properties:
SMILES: C=C=C[C@H](C)CC
E_LUMO (Eh): -0.007
Kohn-Sham gap (Ha): 0.2943


Arrangement y

Here is an isolated molecule of C7H12 from the OMol25 dataset. Energies are from wB97M-V/def2-TZVPD.

Structure (XYZ):
```
19
Properties=species:S:1:pos:R:3:nbo_charge:R:1
C -3.014 0.450 0.052 -0.60
C -1.741 -0.237 -0.439 -0.38
C -0.587 0.748 -0.673 -0.48
C 0.607 0.035 -1.216 0.05
C 1.759 -0.208 -0.543 -0.42
C 1.890 0.203 0.828 0.07
C 2.972 -0.530 1.546 -0.77
H -2.845 0.975 0.999 0.21
H -3.376 1.185 -0.678 0.20
H -3.811 -0.283 0.212 0.21
H -1.412 -0.986 0.293 0.20
H -1.946 -0.774 -1.375 0.19
H -0.310 1.235 0.267 0.25
H -0.907 1.501 -1.406 0.21
H 2.528 -0.804 -1.051 0.18
H 0.493 -0.391 -2.218 0.19
H 2.482 -1.066 2.372 0.26
H 3.623 0.196 2.051 0.25
H 3.595 -1.246 0.979 0.17
```

Computed properties:
E_LUMO (Eh): -0.012
Kohn-Sham gap (Ha): 0.2774


Arrangement z

Here is an isolated molecule of C7H12 from the OMol25 dataset. Energies are from wB97M-V/def2-TZVPD.

Structure (XYZ):
```
19
Properties=species:S:1:pos:R:3:nbo_charge:R:1
C 2.355 0.533 -0.806 -0.61
C 1.235 -0.497 -0.669 -0.40
C 0.538 -0.453 0.693 -0.40
C -0.367 0.779 0.916 -0.39
C -1.815 0.409 0.622 -0.41
C -2.198 -0.483 -0.508 -0.63
C -2.119 -1.052 0.891 0.21
H 2.838 0.458 -1.785 0.21
H 3.124 0.379 -0.040 0.20
H 1.985 1.560 -0.701 0.20
H 0.506 -0.335 -1.476 0.19
H 1.646 -1.502 -0.820 0.21
H 1.283 -0.522 1.492 0.21
H -0.060 1.644 0.305 0.21
H -0.310 1.100 1.964 0.22
H -2.564 1.122 0.977 0.25
H -3.218 -0.402 -0.891 0.26
H -1.491 -0.862 -1.255 0.25
H -0.078 -1.350 0.821 0.22
```

Computed properties:
E_LUMO (Eh): -0.007
Kohn-Sham gap (Ha): 0.3188


Most stable one: arrangement y, least stable one: arrangement w.


Arrangement w

Here is a cluster of 2 separate species, C7H12 in total from the OMol25 dataset. Energies are from wB97M-V/def2-TZVPD.

Structure (XYZ):
```
19
Properties=species:S:1:pos:R:3:nbo_charge:R:1
C 1.759 -1.411 -0.877 -0.63
C 1.066 -0.893 0.392 -0.45
C 0.590 0.506 0.354 0.02
C -0.758 0.756 0.154 -0.37
C -1.788 0.052 -0.401 0.05
C -3.035 -0.502 -0.049 -0.49
C 1.478 1.626 0.596 -0.64
H 2.448 -0.810 -1.478 0.21
H 2.317 -2.293 -0.521 0.22
H 1.012 -1.811 -1.564 0.22
H 1.684 -1.085 1.266 0.22
H 0.139 -1.475 0.542 0.22
H -1.014 1.824 0.383 0.22
H -0.330 0.061 -1.692 0.10
H -3.640 -0.912 -0.863 0.22
H -3.628 -0.210 0.829 0.22
H 2.466 1.594 0.066 0.22
H 0.987 2.578 0.326 0.22
H 1.697 1.727 1.694 0.21
```

Computed properties:
E_LUMO (Eh): -0.027
Kohn-Sham gap (Ha): 0.2443


Arrangement x

Here is an isolated molecule of C7H12 from the OMol25 dataset. Energies are from wB97M-V/def2-TZVPD.

Structure (XYZ):
```
19
Properties=species:S:1:pos:R:3:nbo_charge:R:1
C -3.223 0.784 0.041 -0.60
C -2.112 0.032 -0.683 -0.39
C -0.763 0.143 0.019 -0.38
C 0.318 -0.630 -0.746 -0.46
C 1.650 -0.518 -0.152 -0.02
C 2.750 -0.390 0.320 -0.01
C 4.047 -0.224 0.972 -0.68
H -3.352 0.402 1.060 0.20
H -2.988 1.852 0.113 0.20
H -4.180 0.685 -0.481 0.21
H -2.380 -1.030 -0.775 0.19
H -2.011 0.412 -1.709 0.19
H -0.837 -0.241 1.045 0.20
H -0.467 1.198 0.103 0.20
H 0.029 -1.687 -0.811 0.22
H 0.365 -0.255 -1.776 0.22
H 3.888 0.052 2.019 0.23
H 4.639 0.564 0.495 0.23
H 4.627 -1.152 0.947 0.23
```

Computed properties:
SMILES: CC#CCCCC
E_LUMO (Eh): 0.040
Kohn-Sham gap (Ha): 0.3824


Arrangement y

Here is an isolated molecule of C7H12 from the OMol25 dataset. Energies are from wB97M-V/def2-TZVPD.

Structure (XYZ):
```
19
Properties=species:S:1:pos:R:3:nbo_charge:R:1
C -2.712 0.703 0.491 -0.61
C -2.018 0.000 -0.690 -0.40
C -0.536 -0.122 -0.369 -0.37
C 0.421 -0.803 -1.365 -0.47
C 1.731 -0.667 -0.708 -0.01
C 2.527 -0.345 0.140 -0.02
C 3.320 0.124 1.277 -0.68
H -3.196 -0.011 1.165 0.21
H -1.975 1.253 1.090 0.20
H -3.466 1.426 0.168 0.21
H -2.463 -0.988 -0.864 0.20
H -2.156 0.573 -1.615 0.20
H -0.423 -0.643 0.590 0.20
H -0.142 0.889 -0.204 0.20
H 0.158 -1.854 -1.533 0.22
H 0.405 -0.306 -2.343 0.22
H 2.636 0.591 1.996 0.23
H 4.059 0.875 0.984 0.23
H 3.832 -0.695 1.789 0.23
```

Computed properties:
SMILES: CC#CCCCC
E_LUMO (Eh): 0.039
Kohn-Sham gap (Ha): 0.3795


Arrangement z

Here is an isolated molecule of C7H12 from the OMol25 dataset. Energies are from wB97M-V/def2-TZVPD.

Structure (XYZ):
```
19
Properties=species:S:1:pos:R:3:nbo_charge:R:1
C -3.192 0.273 0.137 -0.60
C -1.917 -0.034 -0.596 -0.39
C -0.711 0.692 -0.062 -0.43
C 0.497 0.451 -0.839 -0.19
C 1.628 0.098 -0.368 0.03
C 2.339 -0.870 -0.053 -0.27
C 3.423 -0.737 0.878 -0.62
H -3.137 0.022 1.205 0.20
H -3.447 1.341 0.081 0.20
H -4.050 -0.276 -0.266 0.21
H -1.699 -1.110 -0.555 0.20
H -2.004 0.207 -1.666 0.20
H -0.589 0.435 0.996 0.21
H -0.924 1.770 -0.094 0.21
H 2.086 -1.909 -0.370 0.20
H 0.587 0.741 -1.882 0.21
H 3.582 0.314 1.132 0.21
H 4.271 -1.170 0.340 0.21
H 3.198 -1.215 1.833 0.21
```

Computed properties:
SMILES: CC=C=CCCC
E_LUMO (Eh): 0.034
Kohn-Sham gap (Ha): 0.3582


Most stable one: arrangement x, least stable one: arrangement w.


Arrangement w

Here is an isolated molecule of C7H12 from the OMol25 dataset. Energies are from wB97M-V/def2-TZVPD.

Structure (XYZ):
```
19
Properties=species:S:1:pos:R:3:nbo_charge:R:1
C 0.499 2.373 -0.767 -0.60
C 0.204 1.281 0.247 -0.20
C -1.065 0.415 -0.004 -0.39
C -0.197 -0.832 0.171 -0.06
C -0.514 -1.989 1.065 -0.41
C -0.274 -2.206 -0.407 -0.41
C 1.078 0.003 0.170 -0.39
H -0.214 3.202 -0.688 0.21
H 0.437 1.974 -1.787 0.20
H 1.508 2.781 -0.628 0.21
H 0.208 1.691 1.263 0.20
H -1.873 0.530 0.727 0.21
H -1.479 0.546 -1.011 0.20
H -1.545 -2.054 1.408 0.21
H 0.221 -2.342 1.783 0.21
H -1.095 -2.512 -1.049 0.21
H 0.698 -2.609 -0.684 0.21
H 1.607 -0.075 -0.790 0.20
H 1.794 -0.174 0.980 0.20
```

Computed properties:
SMILES: CC1CC2(CC2)C1
E_LUMO (Eh): 0.043
Kohn-Sham gap (Ha): 0.4009


Arrangement x

Here is an isolated molecule of C7H12 from the OMol25 dataset. Energies are from wB97M-V/def2-TZVPD.

Structure (XYZ):
```
19
Properties=species:S:1:pos:R:3:nbo_charge:R:1
C -0.349 -1.757 -1.078 -0.67
C -1.295 -1.218 -0.054 0.04
C -2.461 -1.764 0.259 -0.42
C -0.932 0.145 0.597 -0.47
C 0.531 0.507 0.580 -0.19
C 0.947 1.676 0.091 -0.19
C 2.377 2.075 0.158 -0.65
H 0.207 -2.613 -0.705 0.23
H -0.850 -2.076 -1.998 0.22
H 0.301 -0.960 -1.437 0.22
H -2.701 -2.723 -0.192 0.19
H -3.193 -1.312 0.911 0.20
H -1.206 0.063 1.650 0.22
H -1.514 0.904 0.079 0.22
H 1.288 -0.203 0.881 0.20
H 0.393 2.472 -0.394 0.20
H 3.082 1.435 0.699 0.21
H 2.508 3.011 0.732 0.21
H 2.867 2.339 -0.781 0.21
```

Computed properties:
SMILES: C=C(C)C/C=C/C
E_LUMO (Eh): 0.041
Kohn-Sham gap (Ha): 0.3726


Arrangement y

Here is an isolated molecule of C7H12 from the OMol25 dataset. Energies are from wB97M-V/def2-TZVPD.

Structure (XYZ):
```
19
Properties=species:S:1:pos:R:3:nbo_charge:R:1
C -1.056 2.068 -0.437 -0.61
C -0.952 0.967 0.682 -0.45
C 0.319 0.197 0.537 0.01
C 1.546 0.599 0.936 -0.43
C 0.107 -2.287 0.940 -0.45
C 0.199 -1.250 0.063 0.03
C 0.262 -1.385 -1.406 -0.66
H -0.451 2.027 -1.352 0.21
H -2.088 2.326 -0.706 0.21
H -0.612 2.982 -0.003 0.20
H -1.810 0.315 0.496 0.22
H -1.118 1.519 1.589 0.23
H 1.819 1.632 0.777 0.20
H 2.286 -0.165 1.170 0.20
H 0.693 -2.295 1.853 0.22
H -0.121 -3.170 0.335 0.19
H 0.517 -2.361 -1.814 0.22
H 1.080 -0.717 -1.743 0.23
H -0.622 -1.002 -1.917 0.22
```

Computed properties:
SMILES: C=C(C)C(=C)CC
E_LUMO (Eh): 0.035
Kohn-Sham gap (Ha): 0.3537


Arrangement z

Here is an isolated molecule of C7H12 from the OMol25 dataset. Energies are from wB97M-V/def2-TZVPD.

Structure (XYZ):
```
19
Properties=species:S:1:pos:R:3:nbo_charge:R:1
C -0.006 1.457 1.691 -0.63
C 0.605 1.253 0.237 -0.42
C 1.156 -0.059 -0.026 -0.45
C 0.167 -1.188 -0.258 -0.03
C 0.463 -2.487 -0.062 -0.37
C -1.726 0.185 -1.211 -0.38
C -0.885 -0.927 -1.270 -0.23
H -0.541 0.637 2.128 0.22
H 0.790 1.712 2.388 0.21
H -0.527 2.395 1.605 0.21
H 1.259 2.092 -0.203 0.22
H -0.242 1.466 -0.486 0.22
H 1.846 -0.046 -0.966 0.22
H 1.871 -0.304 0.789 0.22
H 1.378 -2.666 0.485 0.20
H -0.240 -3.205 -0.407 0.20
H -2.042 0.684 -0.287 0.19
H -2.252 0.603 -2.063 0.20
H -1.072 -1.602 -2.082 0.21
```

Computed properties:
SMILES: C=CC(=C)CCC
E_LUMO (Eh): 0.029
Kohn-Sham gap (Ha): 0.3399


Most stable one: arrangement w, least stable one: arrangement z.


Arrangement w

Here is a cluster of 2 separate species, C7H12 in total from the OMol25 dataset. Energies are from wB97M-V/def2-TZVPD.

Structure (XYZ):
```
19
Properties=species:S:1:pos:R:3:nbo_charge:R:1
C -3.033 0.576 0.112 -0.29
C -2.170 -0.072 -0.849 -0.49
C -0.695 0.016 -0.285 -0.35
C 0.308 -0.666 -1.213 -0.48
C 1.612 -0.525 -0.585 -0.02
C 2.522 -0.283 0.162 -0.01
C 3.354 0.144 1.275 -0.68
H -3.379 0.045 0.991 0.17
H -0.323 1.288 2.205 -0.01
H -3.462 1.551 -0.094 0.18
H -2.382 -1.146 -0.964 0.21
H -2.188 0.402 -1.839 0.21
H -0.707 -0.428 0.712 0.21
H -0.469 1.074 -0.136 0.21
H 0.048 -1.723 -1.333 0.22
H 0.292 -0.190 -2.199 0.22
H 2.615 0.557 2.004 0.24
H 4.092 0.886 0.949 0.23
H 3.920 -0.695 1.694 0.23
```

Computed properties:
E_LUMO (spin up / spin down) (Eh): -0.019 / 0.017
Kohn-Sham gap (spin up / spin down) (Ha): 0.2708 / 0.3580


Arrangement x

Here is a cluster of 2 separate species, C7H12 in total from the OMol25 dataset. Energies are from wB97M-V/def2-TZVPD.

Structure (XYZ):
```
19
Properties=species:S:1:pos:R:3:nbo_charge:R:1
C -2.249 -0.600 1.078 -0.65
C -1.515 -0.779 -0.207 -0.15
C 0.101 0.448 -1.372 -0.19
C 0.934 1.356 -0.867 -0.23
C 1.396 0.994 0.536 -0.43
C 0.831 -0.427 0.758 -0.45
C -0.210 -0.533 -0.333 -0.02
H -3.085 0.075 0.854 0.22
H -2.637 -1.508 1.534 0.22
H -1.610 -0.070 1.793 0.21
H -2.102 -0.773 -1.125 0.19
H -0.448 0.482 -2.308 0.22
H 2.095 -0.600 -1.690 0.01
H 1.214 2.270 -1.370 0.21
H 2.484 1.036 0.649 0.21
H 0.967 1.689 1.271 0.21
H 0.409 -0.598 1.752 0.22
H 1.622 -1.182 0.639 0.23
H 1.804 -1.278 -1.591 -0.02
```

Computed properties:
SMILES: C/C=C1/C=CCC1.[H][H]
E_LUMO (Eh): 0.040
Kohn-Sham gap (Ha): 0.3266


Most stable one: arrangement x, least stable one: arrangement w.


Arrangement w

Here is an isolated molecule of C7H12 from the OMol25 dataset. Energies are from wB97M-V/def2-TZVPD.

Structure (XYZ):
```
19
Properties=species:S:1:pos:R:3:nbo_charge:R:1
C -1.821 2.716 0.585 -0.61
C -0.544 1.911 0.714 -0.40
C -0.780 0.457 0.338 -0.45
C 0.500 -0.246 0.028 -0.14
C 0.670 -1.375 -0.685 -0.23
C 1.757 -2.339 -0.559 -0.19
C 1.995 -3.441 -1.314 -0.42
H -2.720 2.175 0.885 0.20
H -1.910 3.706 1.039 0.21
H -1.996 2.924 -0.494 0.19
H 0.297 2.440 0.264 0.21
H -0.376 1.997 1.818 0.19
H -1.317 0.064 1.208 0.22
H -1.371 0.428 -0.586 0.21
H 1.375 0.009 0.625 0.18
H -0.133 -1.565 -1.394 0.19
H 2.281 -2.167 0.384 0.19
H 1.113 -3.876 -1.762 0.21
H 2.980 -3.818 -1.095 0.21
```

Computed properties:
SMILES: C=C/C=C/CCC
E_LUMO (Eh): 0.028
Kohn-Sham gap (Ha): 0.3364


Arrangement x

Here is an isolated molecule of C7H12 from the OMol25 dataset. Energies are from wB97M-V/def2-TZVPD.

Structure (XYZ):
```
19
Properties=species:S:1:pos:R:3:nbo_charge:R:1
C -1.864 0.160 0.606 -0.62
C -1.203 -0.520 -0.572 -0.22
C 0.003 0.012 -1.304 -0.23
C 0.742 1.182 -0.671 -0.41
C 1.334 0.654 0.662 -0.41
C 1.054 -0.870 0.728 -0.41
C 0.131 -1.204 -0.430 -0.23
H -2.610 0.901 0.299 0.21
H -2.372 -0.598 1.214 0.21
H -1.146 0.664 1.259 0.21
H -1.914 -1.049 -1.207 0.21
H 0.099 -0.149 -2.373 0.22
H 1.526 1.547 -1.344 0.21
H 0.071 2.034 -0.495 0.21
H 2.409 0.855 0.711 0.21
H 0.886 1.169 1.517 0.20
H 0.649 -1.170 1.702 0.21
H 1.983 -1.432 0.581 0.21
H 0.223 -2.187 -0.884 0.22
```

Computed properties:
SMILES: C[C@H]1[C@H]2CCC[C@@H]12
E_LUMO (Eh): 0.042
Kohn-Sham gap (Ha): 0.3960


Most stable one: arrangement x, least stable one: arrangement w.